Entry 1:
{"formula": "C5H9O", "method": "wB97M-V/def2-TZVPD", "species": ["C", "H", "H", "H", "C", "C", "H", "C", "H", "O", "H", "H", "H", "C", "H"], "positions_angstrom": [[-1.724570, -1.584624, 1.092467], [-2.647797, -1.365035, 0.524478], [-0.736329, 1.596281, -2.505381], [1.123709, -1.109974, 0.324818], [0.518211, 0.958237, -0.814594], [0.622437, -0.970655, 1.329593], [0.702519, -1.727062, 2.087125], [-0.706206, -0.781210, 0.798242], [1.128973, 1.756332, -2.577907], [-0.772018, -0.016655, -0.324446], [1.008678, -0.106695, 1.829747], [1.347644, 0.864489, -0.069218], [0.273714, 2.880045, -1.583283], [0.189072, 1.877086, -1.847826], [-1.714873, -2.362790, 1.853473]], "forces_ev_per_angstrom": [[-2.79, 0.13, -0.72], [0.38, -0.63, 0.46], [1.59, 0.63, 1.59], [0.73, -0.57, 1.59], [-3.65, -3.50, 3.49], [0.95, 0.35, -0.90], [0.05, -0.81, -0.26], [1.58, 0.22, -1.24], [-1.67, 0.22, 1.12], [2.81, 3.35, -0.78], [0.41, 0.94, 0.01], [-0.91, 0.26, -1.06], [-0.24, 1.92, 0.79], [0.61, -2.93, -3.97], [0.14, 0.43, -0.13]], "e_above_lowest_ev": 3.632, "total_charge": 1}

---

Entry 2:
{"formula": "C5H9O2S", "method": "wB97M-V/def2-TZVPD", "species": ["H", "H", "S", "C", "O", "C", "C", "C", "H", "C", "O", "H", "H", "H", "H", "H", "H"], "positions_angstrom": [[0.416803, -1.718002, -1.017767], [0.626919, -1.024553, -2.827481], [0.683840, -3.211610, 0.369836], [-0.799674, -2.548908, 1.190361], [0.818130, 3.611597, 0.385094], [0.047363, 0.358569, -1.321700], [1.069133, 0.268086, -0.426162], [0.465171, -0.861688, -1.768540], [-1.640926, -3.236588, 1.140134], [-0.382311, 3.510341, 0.741488], [-1.399995, 3.300830, 0.054728], [1.761239, 1.088624, -0.217661], [-0.617246, -2.254068, 2.217176], [-0.669630, 1.172543, -1.447861], [1.269404, -0.495946, 0.323500], [-0.502942, 3.641764, 1.853792], [-1.145277, -1.600990, 0.751063]], "forces_ev_per_angstrom": [[0.89, -0.82, 0.07], [0.04, -0.25, -0.03], [-0.26, 0.42, -0.09], [-0.15, 0.52, -0.16], [-0.13, -0.34, -0.23], [-1.89, 0.11, 1.36], [1.42, 0.36, 1.05], [-0.10, 0.96, -0.27], [-0.03, -0.11, 0.12], [0.68, 0.20, 0.11], [-0.04, -0.27, -0.03], [-0.33, 0.40, -0.66], [0.12, -0.33, 0.40], [0.63, 0.28, -0.85], [-0.45, -0.93, -0.42], [-0.39, -0.03, -0.07], [0.01, -0.16, -0.31]], "e_above_lowest_ev": 5.082, "total_charge": -1}

---

Entry 3:
{"formula": "C5H9O3", "method": "wB97M-V/def2-TZVPD", "species": ["H", "C", "H", "H", "H", "H", "O", "H", "C", "H", "H", "C", "C", "H", "C", "O", "O"], "positions_angstrom": [[-0.880235, 2.164238, -2.320916], [-0.446439, 1.233708, -1.917996], [1.023909, 1.419227, 0.860117], [0.701042, -2.295716, 1.309066], [1.754604, 0.137078, -0.140781], [0.228788, -1.873062, 2.985387], [-0.477897, -0.607015, 1.570344], [-1.385835, 0.573929, 0.194171], [-1.540839, 0.511911, -1.108320], [-0.126892, 0.607083, -2.775703], [-0.220043, -1.041488, -0.401951], [0.854652, 0.765085, -0.007628], [-0.344270, -0.149623, 0.245615], [1.497859, -0.932260, 2.155036], [0.541057, -1.463636, 2.017036], [-1.850679, -0.647740, -1.533403], [0.671217, 1.598281, -1.130073]], "forces_ev_per_angstrom": [[0.21, -0.21, 0.13], [-0.08, -0.09, 0.34], [0.03, -0.09, 0.02], [-0.03, 0.16, 0.10], [0.03, 0.30, -0.06], [0.04, 0.06, -0.15], [-0.10, 0.29, 1.07], [-0.36, 0.25, -1.12], [-2.53, -0.15, -1.12], [-0.15, -0.16, 0.27], [-0.34, 0.38, 0.31], [0.48, -0.22, 0.79], [3.63, -1.09, 0.58], [-0.12, -0.11, -0.04], [0.07, 0.02, -0.11], [-1.15, 0.23, -1.19], [0.37, 0.45, 0.18]], "e_above_lowest_ev": 7.006, "total_charge": -1}

---

Entry 4:
{"formula": "C5H9O3Pr", "method": "wB97M-V/def2-TZVPD", "species": ["C", "O", "C", "H", "H", "H", "H", "C", "H", "O", "H", "C", "Pr", "H", "O", "C", "H", "H"], "positions_angstrom": [[-2.722831, -1.187457, 0.135495], [1.084675, -0.626978, 1.211696], [0.323738, -1.501472, 0.455923], [-0.339902, -2.094732, 1.111991], [-2.385376, -1.122090, 1.178369], [-3.985354, 0.530580, 0.485399], [-2.850370, -2.243832, -0.125333], [-3.998157, -0.412366, -0.075570], [0.529694, -3.258047, -0.851476], [-1.703085, -0.610298, -0.711371], [-4.840103, -1.018647, 0.284179], [1.108006, -2.389776, -0.507966], [2.166071, 1.471237, 0.672512], [-4.156150, -0.196758, -1.140357], [-0.003357, 0.727301, -0.629492], [-0.500468, -0.344073, -0.271210], [2.009859, -2.751882, 0.006124], [1.389901, -1.833659, -1.412745]], "forces_ev_per_angstrom": [[0.06, -0.58, 0.40], [2.88, 1.13, 0.82], [-0.76, 2.73, 0.24], [0.12, 0.13, -0.37], [-0.13, -0.10, -0.23], [-0.02, -0.19, -0.23], [0.13, 0.20, -0.06], [-0.33, 0.11, 0.06], [0.07, 0.23, 0.19], [-0.57, 0.70, -0.14], [0.16, 0.22, -0.07], [-0.16, 0.00, -0.33], [-2.07, -2.61, 0.06], [0.06, -0.12, 0.30], [0.80, -0.05, 0.64], [-0.08, -1.88, -1.42], [-0.31, 0.14, -0.11], [0.15, -0.06, 0.25]], "e_above_lowest_ev": 0.000, "s_squared": 3.752, "total_charge": 1, "spin_multiplicity": 4}

---

Entry 5:
{"formula": "C5H9O3S", "method": "wB97M-V/def2-TZVPD", "species": ["H", "C", "C", "O", "O", "H", "C", "C", "H", "H", "O", "H", "H", "H", "S", "H", "H", "C"], "positions_angstrom": [[1.900201, -0.745037, 0.522655], [1.034844, -1.008592, -0.117092], [-1.341985, -1.400171, -0.213192], [-1.167802, 1.305447, 1.469755], [-0.229280, -0.411204, 2.577764], [1.364545, 2.811269, -0.948610], [0.839073, 2.044144, -0.243682], [-0.334340, -0.364443, 0.067307], [0.528407, 2.449449, 0.632597], [-1.514277, -1.481904, -1.310816], [-0.108730, 0.551888, -2.290597], [0.903473, -1.995240, 0.137383], [-1.218993, -2.314837, 0.356835], [1.290885, -1.194928, -1.242732], [-0.612878, 1.123331, -0.986503], [-2.441259, -1.007734, 0.043592], [1.694691, 1.398528, -0.054333], [-0.586577, 0.240034, 1.599667]], "forces_ev_per_angstrom": [[-0.57, 0.70, -0.62], [0.96, 0.59, -2.30], [-4.54, 1.18, -0.96], [-1.29, 2.08, 0.80], [0.22, -0.27, 0.27], [-1.70, -1.03, 0.83], [1.96, 0.07, -3.75], [1.19, 0.96, 2.88], [-0.90, 1.46, 2.41], [0.75, -0.83, 0.46], [-0.36, 0.76, -0.67], [-0.50, -2.51, 1.06], [0.22, -0.14, -0.30], [-0.16, 1.16, 1.76], [2.15, -0.98, 0.03], [2.14, -0.60, 0.03], [-0.39, -0.60, 0.07], [0.79, -2.00, -2.00]], "e_above_lowest_ev": 0.709, "total_charge": -1}

---

Entry 6:
{"formula": "C5H9O3Y", "method": "wB97M-V/def2-TZVPD", "species": ["C", "H", "Y", "H", "O", "O", "H", "H", "H", "C", "O", "C", "H", "H", "H", "C", "C", "H"], "positions_angstrom": [[-2.920719, 0.626742, -0.075073], [3.016655, -1.713763, -0.001930], [3.020603, 2.406526, 0.648835], [-1.313163, -0.104418, 1.172842], [2.270234, 0.416769, 1.221981], [1.021161, 1.798229, -0.569620], [0.747962, -0.950255, 1.158690], [-3.068048, 0.863625, -1.136844], [1.489546, -2.165006, -0.801195], [0.561464, 0.695457, -0.265751], [-0.629766, 0.399090, -0.717006], [1.415060, -0.372922, 0.489980], [2.402661, -0.777785, -1.403949], [-3.771785, 0.022701, 0.266408], [-1.800655, -1.219239, -0.131610], [-1.655040, -0.165571, 0.131040], [2.116233, -1.318238, -0.491601], [-2.902400, 1.558064, 0.504803]], "forces_ev_per_angstrom": [[-0.32, 0.16, 0.06], [-0.30, 0.15, -0.11], [-2.15, -3.02, 0.08], [-0.14, -0.11, -0.24], [2.22, 2.28, 0.06], [1.43, 0.63, 0.52], [0.24, 0.20, -0.21], [0.05, -0.13, 0.30], [0.05, 0.29, 0.18], [-0.63, -1.55, -0.47], [0.32, 0.66, -0.22], [-1.06, 1.00, 0.01], [0.14, -0.13, 0.21], [0.18, 0.21, -0.06], [0.19, 0.22, -0.07], [-0.18, -0.69, 0.54], [0.00, 0.01, -0.33], [-0.03, -0.18, -0.25]], "e_above_lowest_ev": 0.000, "s_squared": 0.751, "total_charge": 1, "spin_multiplicity": 2}

---

Entry 7:
{"formula": "C5H9O4", "method": "wB97M-V/def2-TZVPD", "species": ["H", "O", "H", "C", "H", "C", "O", "H", "H", "C", "C", "O", "H", "O", "H", "H", "C", "H"], "positions_angstrom": [[-0.418691, 0.779588, 2.450653], [-2.425403, -0.547392, 0.098704], [1.252905, 1.030018, 1.901625], [0.634618, -1.549622, 1.497267], [0.941308, -1.260222, 2.538241], [-0.138708, -0.383462, -0.648069], [-0.112654, 0.967117, -2.631353], [1.635374, 0.285791, -1.789228], [-0.071007, 1.800410, 1.008432], [0.644971, 0.661725, -1.477936], [0.161390, -0.371112, 0.783642], [0.788791, -2.723405, 1.128010], [0.813077, 1.590730, -0.908237], [-1.514371, -0.090557, -0.972143], [0.360475, 1.659321, -3.122734], [0.056937, -1.391377, -1.056402], [0.211884, 0.885804, 1.547219], [-2.820891, -1.343348, -0.347697]], "forces_ev_per_angstrom": [[0.25, 0.24, -0.30], [0.62, -0.82, -1.35], [-0.41, 0.05, 0.01], [0.44, -0.54, 0.38], [-0.16, -0.37, -0.32], [-0.31, -0.95, -1.49], [0.26, 0.31, -0.58], [-0.28, -0.21, 0.45], [-0.13, -0.53, 0.09], [0.34, 0.43, -0.03], [0.62, -0.66, 0.17], [-0.52, 1.74, -0.11], [-0.10, -0.35, 0.07], [-1.04, 0.28, 1.17], [-0.27, -0.41, 0.24], [0.12, 0.26, 0.22], [0.08, 0.55, 0.80], [0.50, 0.96, 0.58]], "e_above_lowest_ev": 3.275, "s_squared": 0.765, "spin_multiplicity": 2}

---

Entry 8:
{"formula": "C5H9O4", "method": "wB97M-V/def2-TZVPD", "species": ["O", "H", "C", "H", "O", "C", "H", "H", "H", "O", "H", "C", "C", "O", "H", "C", "H", "H"], "positions_angstrom": [[2.603480, 0.860725, -0.561697], [1.604625, -2.582216, 1.737316], [1.209664, -1.963753, 4.205195], [1.389223, -1.616619, 5.256828], [0.794088, 0.200425, 3.382167], [1.723245, -0.889860, 3.201909], [3.064165, -0.059404, 4.657347], [0.536819, 0.021398, 0.780912], [1.329637, -1.273476, -0.251254], [0.576595, -2.952699, 3.916650], [-0.081743, -0.087831, 3.065050], [1.595597, -1.504543, 1.850235], [1.401966, -0.669824, 0.666229], [2.594263, 0.055595, 0.725514], [3.810929, -1.227113, 3.529730], [3.093755, -0.403759, 3.617995], [3.412846, 0.424960, 2.982332], [3.568056, 0.967106, -0.639869]], "forces_ev_per_angstrom": [[0.47, -0.61, 1.34], [0.07, 0.15, 0.22], [-0.27, 0.28, 0.26], [-0.18, -0.49, -0.20], [-0.04, -0.23, -0.11], [-1.03, -1.03, 0.07], [-0.01, -0.08, -0.10], [0.34, -0.32, -0.34], [-0.03, 0.33, 0.21], [0.68, 0.77, 0.38], [0.47, 0.11, 0.18], [-0.31, -0.59, 0.24], [-0.48, 0.01, 0.10], [0.65, 1.61, -2.31], [-0.05, 0.18, 0.02], [0.17, 0.08, 0.00], [-0.07, -0.17, 0.09], [-0.36, -0.01, -0.04]], "e_above_lowest_ev": 3.534, "s_squared": 0.754, "spin_multiplicity": 2}

---

Entry 9:
{"formula": "C5H9O5", "method": "wB97M-V/def2-TZVPD", "species": ["H", "C", "C", "C", "H", "H", "H", "O", "O", "H", "H", "H", "O", "H", "C", "C", "O", "O", "H"], "positions_angstrom": [[-0.780462, 0.481375, -1.642719], [0.710129, -0.083175, 1.634561], [-1.717416, -0.326121, -1.001257], [0.232502, -0.104990, 0.240982], [-1.984397, 0.075202, 1.174598], [0.539284, -1.531959, -1.538056], [-0.152556, -2.284041, -0.376735], [0.138019, 1.155626, -1.832566], [-1.407550, 1.856137, 0.160886], [-0.612067, 1.845967, -0.763136], [0.382127, 0.972164, 1.883163], [1.762982, -0.474132, 1.617064], [1.079878, 0.741876, -0.635172], [0.104012, -0.856485, 2.216453], [0.546563, -1.453937, -0.465451], [-1.318970, 0.464414, 0.329017], [1.750896, -1.834465, -0.048838], [-2.322159, -1.405452, -0.946571], [1.828196, -2.784264, -0.211672]], "forces_ev_per_angstrom": [[1.60, 0.57, -1.69], [-0.12, -0.23, 0.67], [-4.18, -4.85, 1.40], [-0.65, -0.67, -2.00], [1.28, 0.43, -1.01], [-0.10, 1.73, -1.13], [-0.80, 0.03, 1.43], [0.36, -0.91, 2.70], [2.91, -2.45, -2.34], [-2.12, 1.04, 2.10], [1.38, -1.12, 0.87], [-0.79, 1.29, 0.65], [-2.47, 1.21, -0.51], [0.66, 1.16, -0.65], [-3.42, -1.03, -0.69], [0.04, 0.38, -0.52], [3.53, -1.63, 1.29], [2.54, 4.67, -0.74], [0.34, 0.37, 0.15]], "e_above_lowest_ev": 4.044, "s_squared": 0.755, "spin_multiplicity": 2}

---

Entry 10:
{"formula": "C5H9OP", "method": "wB97M-V/def2-TZVPD", "species": ["C", "P", "C", "C", "H", "C", "H", "H", "H", "H", "H", "H", "H", "O", "C", "H"], "positions_angstrom": [[0.019983, -1.899683, 0.519642], [0.430367, -0.900202, -0.823152], [-0.452221, -2.549152, 1.391542], [2.176069, -0.444242, -0.364746], [-1.907805, 1.190042, -1.905816], [-0.269147, 0.682039, -0.121250], [-2.190299, -0.320965, 0.447986], [0.005601, 1.647527, -0.591992], [0.133139, 0.773344, 0.862673], [-2.241484, 1.391883, 0.429173], [2.997361, -0.836181, -1.104077], [2.630774, -0.871533, 0.530666], [-0.826699, -3.150648, 2.229524], [-2.375639, 0.513745, -1.365787], [-1.851729, 0.544094, -0.067271], [2.198194, 0.638277, -0.389097]], "forces_ev_per_angstrom": [[0.15, 0.49, -0.56], [1.12, 1.24, -0.99], [-1.02, -1.92, 2.59], [2.30, -1.39, -1.72], [-0.57, -0.72, 0.57], [-2.03, -0.40, 0.02], [-0.03, -0.90, 0.35], [-0.10, -0.77, -0.44], [0.15, -0.02, 0.99], [-0.43, 1.07, 0.89], [-1.81, 0.85, 0.66], [-0.80, 0.37, 0.52], [0.37, 0.64, -0.98], [0.14, 0.36, -1.31], [2.17, 0.96, -0.81], [0.38, 0.14, 0.21]], "e_above_lowest_ev": 2.555, "smiles": "C#CP(C)CCO"}

---

Entry 11:
{"formula": "C5H9OP", "method": "wB97M-V/def2-TZVPD", "species": ["C", "H", "C", "H", "H", "O", "C", "H", "H", "P", "H", "H", "C", "H", "H", "C"], "positions_angstrom": [[1.400246, -1.269386, 0.312456], [3.344014, -0.655401, -0.412283], [2.123638, 1.005133, -0.157920], [1.284344, -2.009201, -0.381966], [0.741523, 2.560146, 0.133655], [-1.693463, 0.463511, -0.217236], [0.685953, 1.427727, -0.054807], [-2.724736, -1.351156, 0.042437], [-3.382459, 0.098146, 0.818153], [-0.591225, 0.510014, 1.084158], [1.540428, -1.664027, 1.329239], [-3.577016, -0.098277, -1.021589], [-2.943236, -0.317546, -0.110818], [2.944649, 1.690735, -0.184972], [0.257423, 1.377510, -0.982221], [2.403766, -0.250446, 0.009597]], "forces_ev_per_angstrom": [[2.27, 0.22, 1.97], [0.08, 0.27, 0.92], [-0.96, 0.59, 1.23], [-0.70, -1.89, -1.91], [-0.66, -1.43, 0.24], [0.05, -0.87, 0.27], [1.09, 2.53, 2.94], [0.09, -0.77, -0.21], [-0.55, -0.52, -0.63], [-0.76, 1.41, -1.62], [-0.74, 0.17, -0.18], [0.88, -0.33, 1.13], [0.53, 2.49, 0.58], [0.06, 0.69, -0.72], [-1.24, -0.38, -2.50], [0.56, -2.17, -1.51]], "e_above_lowest_ev": 1.392, "s_squared": 2.006, "spin_multiplicity": 3}

---

Entry 12:
{"formula": "C5HBr2F7O", "method": "wB97M-V/def2-TZVPD", "species": ["C", "F", "C", "F", "Br", "C", "F", "F", "Br", "F", "C", "H", "F", "C", "F", "O"], "positions_angstrom": [[0.507018, 0.690389, -0.362680], [-3.687466, 0.861998, -0.314050], [-2.455640, 1.219331, -0.700068], [-1.751820, 0.105295, -2.707071], [1.787638, 0.967809, -1.622123], [-0.113226, 1.994597, 0.303456], [-1.757673, 0.695439, 1.540829], [-2.657505, 2.265617, -1.489680], [-1.776943, -1.627629, -0.675180], [-0.027615, 2.972015, -0.602629], [-1.634181, 1.719551, 0.575860], [1.406820, -0.723381, 0.369688], [-2.225064, 2.774621, 1.063831], [-1.716653, 0.104866, -1.331012], [0.567228, 2.431728, 1.370895], [0.520039, -0.359575, 0.504473]], "forces_ev_per_angstrom": [[-4.35, 0.65, 1.49], [-0.62, -0.48, 0.74], [0.34, 0.44, 1.49], [0.00, 0.30, 1.29], [0.86, -0.21, -0.60], [0.09, -1.74, -1.41], [0.41, 1.23, -1.15], [0.66, 0.55, -0.93], [-0.51, -0.03, 0.05], [-0.38, 0.60, -0.50], [-0.18, -2.10, 0.61], [-0.08, -0.71, 0.42], [-0.43, 1.24, 0.51], [2.84, -0.23, -1.54], [-0.26, -0.46, 0.51], [1.62, 0.93, -0.97]], "e_above_lowest_ev": 0.077}